# 1
17
Properties=species:S:1:pos:R:3:mulliken_charge:R:1 method="wB97M-V/def2-TZVPD" energy_ev=-30511.303 max_force_ev_per_a=6.0 gap_ev=9.5 e_lumo_ha=0.019 relative_energy_kcal_mol=47.5
S 0.32640 0.89866 3.16790 -0.239
S -0.21349 1.31490 1.24339 -0.075
C 0.43354 0.01512 0.19572 -0.133
C 0.74033 0.69228 -1.17186 -0.927
N 0.25105 -0.35993 -2.18171 -0.226
C 1.25561 -1.17522 -2.65199 0.133
O 0.91719 -2.08662 -3.29848 -0.519
H 1.64105 1.29043 3.09988 0.152
H 1.30018 -0.71833 0.38956 0.347
H -0.47746 -0.69496 -0.05030 0.222
H 1.71519 1.00580 -1.34119 0.329
H 0.09986 1.62996 -1.20245 0.398
H -0.72816 -0.45703 -2.25861 0.238
H 2.26389 -0.90482 -2.32541 0.311
H -3.27865 -2.05025 0.32547 0.321
H -2.90504 -1.83967 -1.18212 0.333
O -3.13865 -1.33233 -0.32587 -0.666


# 2
17
Properties=species:S:1:pos:R:3:mulliken_charge:R:1 method="wB97M-V/def2-TZVPD" energy_ev=-30511.405 max_force_ev_per_a=3.4 gap_ev=10.4 e_lumo_ha=0.019 relative_energy_kcal_mol=45.2
C -1.08879 -1.15726 -0.03729 -1.496
C 0.87758 -0.74622 -1.39316 -1.670
C 0.29159 -0.43446 -0.03817 0.641
N -0.66002 1.69995 1.48374 -0.599
O -0.86754 1.74164 -1.02044 -0.611
O 1.30811 1.96532 0.08058 -0.631
S 1.23977 -0.96045 1.32571 -0.124
S 0.04943 1.34854 -0.01621 1.159
H -1.35738 -1.40641 0.94820 0.471
H -1.16201 -2.03092 -0.64014 0.366
H -1.75752 -0.34980 -0.34354 0.325
H 1.58515 0.02596 -1.55557 0.497
H 1.24888 -1.69814 -1.13248 0.519
H 0.30084 -0.73377 -2.33101 0.324
H -0.48643 0.99835 2.26544 0.328
H -1.68086 1.71910 1.25696 0.306
H 2.15918 0.01858 1.14738 0.196


# 3
16
Properties=species:S:1:pos:R:3:mulliken_charge:R:1 method="wB97M-V/def2-TZVPD" energy_ev=-10886.310 max_force_ev_per_a=13.0 gap_ev=10.3 e_lumo_ha=0.019 relative_energy_kcal_mol=98.5
O 1.54667 -1.36437 2.32814 -0.421
C 0.60851 -0.88388 1.81761 -0.123
C 0.10041 -1.11594 0.33222 0.212
C 1.29597 -0.42470 -0.60119 -0.445
O 0.88729 -0.38065 -1.91869 -0.476
N -1.11557 -0.15211 0.19344 -0.565
H 0.08317 -0.02938 2.24925 0.329
H -0.26475 -2.28283 0.21684 0.245
H 1.62242 0.53429 -0.22627 0.292
H 2.11933 -1.22460 -0.72505 0.278
H -0.03124 0.04260 -1.93746 0.287
H -1.84693 -0.56160 0.88250 0.248
H -1.38735 -0.19527 -0.83429 0.163
H -1.42281 2.80514 -1.29711 0.240
H -0.66148 2.64159 0.02914 0.315
O -1.53363 2.59169 -0.50908 -0.579


# 4
16
Properties=species:S:1:pos:R:3:mulliken_charge:R:1 method="wB97M-V/def2-TZVPD" energy_ev=-10886.972 max_force_ev_per_a=3.4 gap_ev=9.9 e_lumo_ha=0.029 relative_energy_kcal_mol=83.2
C -0.64762 1.24752 -0.14589 -1.477
C 1.51922 -0.04192 -0.54950 -0.967
C 0.16805 0.01118 0.19358 1.259
N -1.76757 -1.54401 0.09460 -0.498
O 2.27270 -1.13687 -0.18630 -0.535
O 0.17879 -0.34676 1.52522 -0.620
O -0.51958 -1.18360 -0.56140 -0.361
H -1.59763 0.88747 -0.31466 0.364
H -0.24865 1.72488 -1.00656 0.331
H -0.83389 1.80156 0.70786 0.435
H 1.24253 0.09179 -1.56002 0.457
H 2.08300 0.86038 -0.19701 0.345
H -2.55867 -1.00402 -0.22497 0.252
H -1.56485 -1.32103 1.06787 0.313
H 2.02866 -1.92791 -0.74017 0.341
H 0.96398 -0.96146 1.74752 0.359


# 5
16
Properties=species:S:1:pos:R:3:mulliken_charge:R:1 method="wB97M-V/def2-TZVPD" energy_ev=-10886.484 max_force_ev_per_a=1.7 gap_ev=10.7 e_lumo_ha=0.028 relative_energy_kcal_mol=94.5
C 1.60872 -0.10027 1.01902 0.733
N 1.81343 1.03224 0.27371 -0.491
O 1.94808 -0.11274 2.32114 -0.333
O 0.52062 -0.05132 2.05444 -0.320
O 1.77672 -1.21534 0.29668 -0.456
H 1.71976 -1.99004 0.87404 0.324
H 1.53485 0.94028 -0.69037 0.257
H 1.47298 1.87004 0.72283 0.259
C -1.41333 -0.68200 -1.25554 -0.770
C -1.68210 0.59113 -0.46234 -0.678
H -2.75058 0.79043 -0.40928 0.344
H -1.77652 -0.58734 -2.27787 0.311
H -1.91517 -1.53037 -0.79444 0.252
H -0.34804 -0.90447 -1.29293 0.206
H -1.20600 1.45069 -0.93399 0.226
H -1.30343 0.49907 0.55489 0.136


# 6
16
Properties=species:S:1:pos:R:3:mulliken_charge:R:1 method="wB97M-V/def2-TZVPD" energy_ev=-10886.739 max_force_ev_per_a=2.4 gap_ev="9.6 / 9.6" e_lumo_ha="0.011 / 0.011" relative_energy_kcal_mol=88.6
C 0.77002 -0.73903 -0.74131 -0.399
C 0.17258 -0.71548 0.66919 0.513
N 2.09271 -0.11701 -0.70984 -0.589
O 0.44490 0.82058 1.19609 -0.587
O 0.24342 -1.57852 1.49194 -0.507
H 1.24626 1.06601 0.69004 0.470
H 2.79293 -0.75216 -0.34488 0.208
H 2.38290 0.19156 -1.62841 0.214
H 0.75584 -1.77660 -1.08697 0.310
H 0.12127 -0.14421 -1.38458 0.389
C -2.18678 0.50224 0.21674 -0.331
O -1.52285 1.62655 0.01236 -0.631
H -0.50500 1.46753 0.69404 0.433
H -2.74414 0.11510 -0.64520 0.305
H -2.75281 0.43557 1.15962 0.267
H -1.31124 -0.40214 0.41116 -0.067


# 7
16
Properties=species:S:1:pos:R:3:mulliken_charge:R:1 method="wB97M-V/def2-TZVPD" energy_ev=-10889.074 max_force_ev_per_a=3.3 gap_ev=10.3 e_lumo_ha=0.021 relative_energy_kcal_mol=34.8
C -0.48700 0.57822 -0.01665 -0.290
C -0.78125 -0.54414 -1.06115 -0.485
O -0.71913 -1.75705 -0.27993 -0.481
C 0.21241 1.78956 -0.52910 0.357
N 1.47579 2.07573 -0.09772 -0.381
O -0.29345 2.55299 -1.33907 -0.627
H -0.08038 0.13314 0.87882 0.399
H -1.40360 1.04484 0.46888 0.241
H -1.68091 -0.54393 -1.61801 0.350
H 0.11296 -0.61617 -1.69697 0.211
H -1.64714 -2.08459 -0.30487 0.302
H 1.99402 2.76612 -0.58785 0.218
H 2.02862 1.51702 0.53583 0.201
H -0.31324 -2.68062 1.94400 0.294
H 1.18633 -2.17165 1.59173 0.306
O 0.39598 -2.05948 2.11206 -0.616


# 8
16
Properties=species:S:1:pos:R:3:mulliken_charge:R:1 method="wB97M-V/def2-TZVPD" energy_ev=-10887.815 max_force_ev_per_a=1.5 gap_ev=9.8 e_lumo_ha=0.024 relative_energy_kcal_mol=63.8
C 1.15890 -0.63638 -1.06903 -0.205
C 1.40060 0.85804 -1.09962 -0.967
O -0.26059 -0.90504 -1.43572 -0.654
H -0.38890 -1.85619 -1.48993 0.312
H 1.78199 -1.14396 -1.81343 0.360
H 1.34250 -1.04545 -0.06849 0.267
H 1.12772 1.25452 -2.07415 0.285
H 2.45473 1.05772 -0.92232 0.337
H 0.80874 1.36024 -0.33937 0.233
N -1.36258 -0.22328 0.93281 -0.032
C -1.61319 0.94900 1.52015 0.063
O -0.88271 -1.24430 1.76824 -0.431
O -1.54455 1.12331 2.72282 -0.643
H -0.96816 -0.85471 2.66468 0.348
H -1.14331 -0.41572 -0.09448 0.359
H -1.91121 1.72220 0.79784 0.367